(w)
Here is a gas-phase ion, C6H11N2 (charge +1) from OMol25. Energies are from wB97M-V/def2-TZVPD.

Each atom is followed by the atoms it is bonded to, with distances in Å.
Geometry (Å):
1 C -1.030 1.444 -1.730  N2 1.480, H9 1.056, H10 1.157, H11 1.141
2 N -1.202 0.849 -0.386  C1 1.480, C3 1.436, C7 1.533
3 C -1.048 -0.577 -0.465  N2 1.436, C4 1.853, H12 1.045, H13 1.107
4 C 0.448 -0.703 0.621  C3 1.853, N5 1.485, C6 1.472, C8 1.542
5 N 1.132 -1.971 0.981  C4 1.485, H14 1.004, H15 1.016, H16 1.037
6 C 0.152 0.292 1.665  C4 1.472, C7 1.529, C8 1.496, H17 1.101
7 C -0.173 1.365 0.626  N2 1.533, C6 1.529, C8 1.469, H18 1.013
8 C 1.127 0.682 0.599  C4 1.542, C6 1.496, C7 1.469, H19 1.017
9 H -1.907 1.223 -2.275  C1 1.056
10 H -1.051 2.600 -1.672  C1 1.157
11 H -0.057 1.160 -2.254  C1 1.141
12 H -0.949 -0.962 -1.431  C3 1.045
13 H -1.688 -1.009 0.328  C3 1.107
14 H 1.191 -2.399 0.074  N5 1.004
15 H 0.608 -2.439 1.715  N5 1.016
16 H 1.991 -1.502 1.324  N5 1.037
17 H 0.134 0.285 2.766  C6 1.101
18 H -0.217 2.318 0.969  C7 1.013
19 H 2.119 0.860 0.460  C8 1.017

## Properties
Net charge ... +1
HOMO-LUMO gap ... 8.72 eV
E_LUMO ... -3.7 eV
Structure (SMILES) ... CN1C[C@]2([NH3+])[C@@H]3[C@H]1[C@@H]32

=====

(x)
Here is a gas-phase ion, C6H11N2 (charge +1) from OMol25. Energies are from wB97M-V/def2-TZVPD.

Each atom is followed by the atoms it is bonded to, with distances in Å.
Geometry (Å):
1 C -2.086 0.793 0.652  C2 1.507, H9 1.123, H10 1.097, H11 1.110
2 C -0.989 1.181 -0.306  C1 1.507, C3 1.545, H12 1.123, H13 1.074
3 C -0.416 -0.098 -0.956  C2 1.545, C4 1.494, H14 1.123, H15 1.130
4 C 0.150 -1.097 0.001  C3 1.494, C5 1.386, N8 1.414
5 C -0.793 -1.991 0.482  C4 1.386, H16 1.083
6 N 2.071 0.995 -0.537  C7 1.307, H17 1.025
7 C 2.437 -0.104 0.068  N6 1.307, N8 1.385, H18 1.119
8 N 1.518 -1.099 0.357  C4 1.414, C7 1.385, H19 1.084
9 H -2.346 1.594 1.394  C1 1.123
10 H -1.774 -0.133 1.152  C1 1.097
11 H -3.007 0.513 0.099  C1 1.110
12 H -1.368 1.910 -1.072  C2 1.123
13 H -0.174 1.659 0.204  C2 1.074
14 H -1.235 -0.745 -1.371  C3 1.123
15 H 0.261 0.166 -1.821  C3 1.130
16 H -0.518 -2.862 1.065  C5 1.083
17 H 2.890 1.589 -0.705  N6 1.025
18 H 3.491 -0.326 0.368  C7 1.119
19 H 1.891 -1.944 0.925  N8 1.084

## Properties
Net charge ... +1
HOMO-LUMO gap ... 5.87 eV
E_LUMO ... -8.3 eV

=====

Stability summary - winner: (w); margin: 1.708 eV.

=====

(w)
Here is a gas-phase ion, C6H11N2 (charge +1) from OMol25. Energies are from wB97M-V/def2-TZVPD.

Each atom is followed by the atoms it is bonded to, with distances in Å.
Geometry (Å):
1 H -1.541 2.496 -0.134  N2 1.003
2 N -1.155 1.586 0.036  H1 1.003, C3 1.231
3 C -0.280 1.230 -0.754  N2 1.231, C4 1.529, H10 1.135
4 C 0.273 -0.195 -0.736  C3 1.529, C5 1.484, C8 1.609, H11 1.139
5 C -0.897 -1.105 -0.790  C4 1.484, N6 1.284, H12 1.065
6 N -1.866 -0.929 0.033  C5 1.284, C7 1.223
7 C -2.738 -0.395 0.705  N6 1.223, H13 1.010, H14 1.085
8 C 1.150 -0.332 0.606  C4 1.609, C9 1.481, H15 1.169, H16 1.105
9 C 2.608 -0.191 0.388  C8 1.481, H17 1.167, H18 1.140, H19 1.180
10 H 0.271 1.810 -1.559  C3 1.135
11 H 0.873 -0.394 -1.684  C4 1.139
12 H -1.150 -1.947 -1.391  C5 1.065
13 H -2.856 -0.374 1.708  C7 1.010
14 H -3.536 0.065 0.131  C7 1.085
15 H 0.640 0.475 1.280  C8 1.169
16 H 1.032 -1.298 1.130  C8 1.105
17 H 3.079 -1.243 0.207  C9 1.167
18 H 3.246 0.136 1.275  C9 1.140
19 H 2.847 0.603 -0.452  C9 1.180

## Properties
Net charge ... +1
HOMO-LUMO gap ... 9.39 eV
E_LUMO ... -4.8 eV
Structure (SMILES) ... [H]/N=C/[C@H](C=[N+]=C)CC

=====

(x)
Here is 2 unconnected molecules or ions with the total composition C6H11N2 from OMol25. Energies are from wB97M-V/def2-TZVPD.

Each atom is followed by the atoms it is bonded to, with distances in Å.
Geometry (Å):
1 C 2.038 -1.683 2.268  C2 1.261, N7 1.162
2 C 1.059 -1.836 1.488  C1 1.261, H9 1.035
3 C 0.740 0.229 0.704  N8 1.465, H10 1.087
4 C 0.467 0.628 -1.594  N8 1.503, H11 1.100, H12 1.154, H13 1.157
5 C -1.066 1.679 0.018  N8 1.486, H14 1.075, H15 1.145, H16 1.224
6 C -1.194 -0.778 -0.568  N8 1.545, H17 1.166, H18 1.114, H19 1.063
7 N 3.046 -1.585 2.838  C1 1.162
8 N -0.294 0.451 -0.310  C3 1.465, C4 1.503, C5 1.486, C6 1.545
9 H 0.565 -2.541 0.913  C2 1.035
10 H 0.776 0.817 1.617  C3 1.087
11 H 0.833 1.663 -1.651  C4 1.100
12 H 1.387 -0.065 -1.663  C4 1.154
13 H -0.105 0.180 -2.494  C4 1.157
14 H -0.429 2.541 -0.056  C5 1.075
15 H -1.936 1.874 -0.699  C5 1.145
16 H -1.640 1.582 1.095  C5 1.224
17 H -1.750 -0.638 -1.583  C6 1.166
18 H -0.554 -1.688 -0.508  C6 1.114
19 H -1.943 -0.831 0.185  C6 1.063

## Properties
Net charge ... +1
HOMO-LUMO gap (spin up / spin down) ... 8.28 / 8.79 eV
E_LUMO (spin up / spin down) ... -5.4 / -5.3 eV

=====

Stability summary - winner: (w); margin: 5.236 eV.